Here is a molecular structure, C59H42FN8P2Zr from the OMol25 dataset. Energies are from the ωB97M-V functional and the def2-TZVPD basis.

```
113
Properties=species:S:1:pos:R:3:forces:R:3:mulliken_charge:R:1
Zr -0.8158 2.0870 2.1501 0.8849 -1.1335 -0.5725 1.732
C -5.0801 -0.9451 2.2521 -0.4066 0.2195 0.3349 -0.644
C -5.4895 0.1851 3.1190 -0.9235 -1.0709 0.2622 -0.317
C -5.0035 1.4144 3.0521 0.9774 1.0330 -0.6142 -1.484
C -3.7609 1.5648 2.2785 0.3933 -0.1209 -0.8757 1.915
C -2.4789 0.7379 2.7164 0.2313 0.3004 0.2891 0.081
N -3.2877 0.3109 1.5767 1.3033 0.8439 -0.3167 0.936
C -3.1082 2.2716 1.0281 -0.5728 0.4144 1.0810 -0.413
N -2.9951 3.5756 0.5401 -0.2526 -0.1981 -0.0686 -0.831
C -1.8776 3.9273 0.0551 0.2398 0.6269 -0.5544 0.150
C -1.5361 5.1168 -0.7566 -0.3468 -0.3437 0.3099 0.222
C -2.2987 6.1645 -1.2474 1.2305 -0.6642 0.0303 -0.573
C -1.5673 7.1895 -1.8119 -0.0458 1.1514 -1.0202 -0.532
C -0.1806 7.1483 -2.0163 -0.3179 -1.3737 0.7264 -0.776
C 0.5508 6.0449 -1.5759 -0.7961 0.5212 -0.0181 -0.334
C -0.1521 5.0639 -0.9178 -0.4972 1.2246 -0.3819 0.542
C 0.3322 3.9546 -0.1685 2.7931 -0.1242 -0.0608 -0.198
N 1.6788 3.7356 -0.0119 -0.1452 -0.6318 0.2566 -0.532
C 2.1636 2.7995 0.7709 -0.7616 1.3363 -1.7585 -0.043
N 1.4798 2.0295 1.6892 -0.0906 -0.0613 0.3677 -0.067
C 2.4298 1.2414 2.2687 0.2891 -0.2113 0.4767 -0.468
N 2.3487 0.4381 3.2990 -0.3627 -0.6734 -0.0868 -0.525
C 1.1617 -0.0274 3.6951 0.3693 -0.1801 1.0446 -0.330
N -0.0008 0.2281 3.1647 -1.8899 1.8484 -1.1031 -0.393
C -1.0418 -0.3667 3.9355 -0.7689 -1.0316 -0.3935 -0.182
N -2.2940 -0.1271 3.8018 0.2999 -0.3429 0.1009 -0.643
C -0.4035 -1.2874 4.8591 0.4769 0.1959 0.9346 0.817
C -0.8700 -2.2296 5.7618 -1.5893 0.1031 0.0542 -0.335
C -0.0046 -2.8001 6.6796 1.0413 0.1132 -0.1476 -0.768
C 1.3507 -2.3720 6.7039 -1.6725 -0.2188 -0.4572 -0.584
C 1.8137 -1.4812 5.7545 0.3458 0.7239 -0.1627 -0.290
C 0.9396 -0.9464 4.8301 0.3239 -0.7942 0.2628 0.806
C 3.7324 1.4165 1.6140 -0.1052 -0.1345 0.8902 0.789
C 4.9221 0.7881 1.8750 0.7829 0.6590 -0.9445 -0.293
C 5.9948 1.1342 1.0188 -0.8861 -1.1240 0.8110 -0.759
C 5.7880 2.0151 -0.0324 0.2489 -0.4612 0.7270 -0.708
C 4.6134 2.7146 -0.1839 -0.5932 1.4054 -0.4298 -0.318
C 3.5919 2.4077 0.6817 -0.8264 -0.0261 -0.1523 -0.116
N -0.6298 3.2679 0.3147 -1.8309 -1.4521 1.5029 0.199
C -2.5030 1.1242 0.5765 0.1383 -0.4099 -0.6429 -0.353
C -4.0618 -0.8420 1.4125 -0.2696 0.3717 0.7550 -0.633
H -5.6863 -1.8347 2.2037 -0.1996 -0.0194 0.1776 0.471
H -6.3280 0.0264 3.7852 -0.0824 -0.1711 -0.1376 0.452
H -5.4175 2.2982 3.5405 0.0368 -0.4753 -0.0304 0.421
H -3.3595 6.1416 -1.2598 -0.7233 0.1749 0.3306 0.573
H -2.1127 8.0622 -2.1804 0.2047 -0.2418 0.0743 0.404
H 0.3560 7.9086 -2.5150 0.1360 0.9470 -0.4323 0.511
H 1.6036 5.9602 -1.6913 0.7021 0.0291 -0.1434 0.664
H -1.9541 -2.4564 5.7915 0.8117 0.0326 -0.1056 0.460
H -0.3508 -3.5938 7.3564 0.1651 0.6008 -0.2211 0.435
H 1.9676 -2.7544 7.4712 0.7846 -0.3214 0.5368 0.493
H 2.8158 -1.0894 5.7035 0.4211 -0.3341 0.3111 0.531
H 5.0017 0.0916 2.6785 0.1650 -0.4211 0.3381 0.655
H 6.9334 0.6033 1.1707 -0.0710 0.3425 -0.2597 0.403
H 6.5688 2.1282 -0.7251 0.9546 0.4557 -0.7642 0.503
H 4.5191 3.5515 -0.8934 -0.0220 -0.7361 0.1521 0.518
H -3.7595 -1.4957 0.6321 0.1921 -0.4639 -0.4212 0.589
C 0.7959 -1.0017 -1.3820 -0.5479 -0.8698 -1.0618 0.631
C 0.8223 -2.5727 -1.3020 0.0121 1.3101 0.7814 -1.707
P -0.4360 -3.1210 -0.0164 1.4945 -0.5501 0.0549 0.941
C -0.8396 -4.8425 -0.5648 -0.7931 0.7873 0.4157 0.247
C -0.1464 -6.0314 -0.3883 1.1517 0.2630 0.3246 -0.152
C -0.6997 -7.2190 -0.7697 -1.7876 -0.4751 -0.7136 -0.687
C -1.9956 -7.2579 -1.3236 0.3578 0.3399 -0.4094 -0.421
C -2.7034 -6.0908 -1.5162 0.3380 0.7312 0.8770 -0.564
C -2.1310 -4.8874 -1.0719 -0.2081 -0.1389 -0.5932 -0.388
C 0.6873 -3.4596 1.4273 0.5771 1.0828 -0.6616 0.497
C 0.1166 -4.0549 2.5325 0.2579 0.1781 -0.2820 -0.470
C 0.8687 -4.2836 3.6703 0.8861 0.1241 0.4553 -0.857
C 2.1937 -3.7964 3.7104 -0.7279 -0.7148 -0.2526 -0.485
C 2.7562 -3.1569 2.6033 1.0873 -0.0006 1.4476 -0.716
C 2.0239 -2.9847 1.4789 -2.1999 -0.6109 -0.6106 -0.792
C 1.3285 -0.4507 -2.7194 -0.1556 -1.4737 -0.0263 -1.611
P 0.8552 1.2535 -3.1014 0.4138 0.3691 0.4371 0.650
C 1.6141 1.4008 -4.7484 -0.1563 0.7170 0.1642 0.529
C 1.8557 2.7092 -5.1690 0.8308 -0.1962 -1.8072 -0.596
C 2.3457 2.9542 -6.4669 0.1922 -0.5479 -0.0584 -0.655
C 2.5836 1.9190 -7.3493 -0.7989 -1.5151 0.9166 -0.622
C 2.3437 0.6155 -6.9026 -0.3073 0.0018 0.3237 -0.544
C 1.8881 0.3501 -5.6130 0.0784 0.0868 -0.6488 -0.392
C -0.9174 0.9954 -3.4550 0.3481 -0.1896 0.3242 0.385
C -1.7329 2.0549 -3.0835 0.0933 0.1196 0.2831 -0.284
C -3.1031 1.9325 -3.1904 -0.4698 0.4756 -0.6419 -0.375
C -3.6610 0.7486 -3.6617 0.9811 0.5246 0.0749 -0.908
C -2.8367 -0.3207 -3.9864 -0.5934 -1.3346 -0.8397 -0.745
C -1.4691 -0.2114 -3.9145 0.5312 1.0725 0.4513 0.062
H 1.4530 -0.6116 -0.6460 0.1961 0.5839 1.2581 -0.029
H -0.2619 -0.6931 -1.2369 0.6988 0.1555 0.1563 0.041
H 1.8632 -2.9406 -1.1504 -0.8892 -0.0520 -0.3151 0.447
H 0.4041 -2.9190 -2.2224 -0.0384 -0.5361 -0.7688 0.817
H 0.8513 -6.0296 0.0476 -0.1367 0.0865 -0.0187 0.387
H -0.2434 -8.1727 -0.6686 0.8154 -0.4240 0.2725 0.425
H -2.4383 -8.1717 -1.6956 0.1621 -0.2384 0.2740 0.367
H -3.7160 -6.1000 -1.8747 -0.1925 -0.0451 -0.2958 0.401
H -2.6490 -3.9277 -1.1423 -0.1981 -0.4190 -0.0964 0.217
H -0.9240 -4.2776 2.4148 -0.5064 -0.5540 0.4866 0.529
H 0.4447 -4.8336 4.5196 0.2352 0.3677 -0.3233 0.435
H 2.7984 -3.9562 4.5876 0.0357 -0.0484 0.1513 0.507
H 3.7926 -2.7879 2.6605 -0.5521 -0.2091 -0.0226 0.330
H 2.3945 -2.4975 0.6159 0.6304 0.4278 -0.5071 0.361
H 0.8971 -1.0664 -3.5192 0.3417 -0.0720 0.1644 0.104
H 2.4146 -0.6005 -2.7815 -0.1469 0.2513 0.0038 0.665
H 1.7167 3.5736 -4.5662 -0.3199 0.3205 0.8007 0.478
H 2.6029 3.9047 -6.8824 -0.2332 0.8967 0.4661 0.402
H 2.8381 2.0373 -8.3795 0.3747 0.4545 -0.3696 0.406
H 2.4140 -0.2299 -7.5616 0.3226 -0.1338 -0.3483 0.379
H 1.7108 -0.6884 -5.3445 0.0037 0.2365 0.0546 0.286
H -1.3023 2.9933 -2.6989 -0.0814 -0.5160 -0.2919 0.294
H -3.7028 2.8397 -3.0668 -0.0724 -0.5066 0.2528 0.409
H -4.6912 0.7284 -3.8855 -1.0872 -0.2716 0.0396 0.538
H -3.2461 -1.2700 -4.4050 0.0977 0.9198 0.4622 0.379
H -0.7950 -1.0065 -4.2093 -0.3753 -0.1132 -0.0607 0.405
F -1.2816 3.2926 3.5440 0.1361 0.1652 -0.0104 -0.780
```
Forces are in eV/Å.

Values from the calculation:
* highest occupied orbital energy: -10.24 eV
* lowest unoccupied orbital energy: -4.51 eV
* relative energy (zero: lowest compared OMol25 entry of this formula, charge and spin): 191.3 kcal per mole
* net charge: +1
* frontier orbital gap: 5.727 eV
* energy: -96353.831 eV